Entry from the Open Molecules 2025 dataset: a cluster of 11 separate species, C37H77F12N3O27P4 in total in a non-equilibrium geometry (wB97M-V/def2-TZVPD).

Last columns: bonded neighbours and bond lengths (Å).
Atoms and positions in Å:
1 C -10.6517 -21.1531 6.5659  C2 1.512, H10 1.090, H11 1.077, H12 1.095
2 C -11.7037 -20.5600 5.6568  C1 1.512, O3 1.451, H13 1.136, H14 1.032
3 O -12.8334 -20.1330 6.4619  C2 1.451, C4 1.312
4 C -13.7485 -19.3851 5.8931  O3 1.312, O5 1.225, C6 1.559
5 O -13.9443 -19.2664 4.6900  C4 1.225
6 C -14.7078 -18.8323 6.9903  C4 1.559, F7 1.340, F8 1.336, F9 1.282
7 F -15.3286 -19.8203 7.6499  C6 1.340
8 F -14.0063 -18.1096 7.8676  C6 1.336
9 F -15.6196 -18.1127 6.4474  C6 1.282
10 H -10.4177 -20.3519 7.2672  C1 1.090
11 H -9.7177 -21.2808 6.0442  C1 1.077
12 H -10.9839 -22.1072 6.9880  C1 1.095
13 H -11.9462 -21.2887 4.8191  C2 1.136
14 H -11.4170 -19.7166 5.1357  C2 1.032
15 C -13.2347 -13.8545 16.2291  C16 1.493, H24 1.092, H25 1.098, H26 1.077
16 C -14.2574 -14.7172 15.5655  C15 1.493, O17 1.460, H27 1.075, H28 1.063
17 O -15.5006 -13.9514 15.5720  C16 1.460, C18 1.292
18 C -16.0619 -13.7505 14.4262  O17 1.292, O19 1.203, C20 1.528
19 O -15.6577 -14.0218 13.3256  C18 1.203
20 C -17.4215 -13.0668 14.5658  C18 1.528, F21 1.309, F22 1.311, F23 1.359
21 F -18.0155 -12.8934 13.4121  C20 1.309
22 F -18.1896 -13.7407 15.3869  C20 1.311
23 F -17.2525 -11.8572 15.1619  C20 1.359
24 H -12.2413 -14.3061 16.2740  C15 1.092
25 H -13.5434 -13.6980 17.2708  C15 1.098
26 H -13.1814 -12.9335 15.6739  C15 1.077
27 H -14.4438 -15.6376 16.0885  C16 1.075
28 H -14.0632 -14.9082 14.5378  C16 1.063
29 C -16.1091 -16.7353 19.4360  C30 1.516, H38 1.075, H39 1.125, H40 1.091
30 C -17.4439 -16.7154 18.7170  C29 1.516, O31 1.528, H41 1.051, H42 1.082
31 O -18.3653 -17.8747 19.0916  C30 1.528, C32 1.323
32 C -18.0329 -19.0643 18.6169  O31 1.323, O33 1.178, C34 1.574
33 O -17.2254 -19.4023 17.8286  C32 1.178
34 C -19.0909 -20.0830 19.1824  C32 1.574, F35 1.339, F36 1.330, F37 1.364
35 F -19.3192 -19.8584 20.4824  C34 1.339
36 F -20.2782 -19.9072 18.6086  C34 1.330
37 F -18.6768 -21.3640 18.9632  C34 1.364
38 H -15.5856 -17.6471 19.2112  C29 1.075
39 H -16.2236 -16.6160 20.5485  C29 1.125
40 H -15.5960 -15.8219 19.1298  C29 1.091
41 H -17.3552 -16.8196 17.6745  C30 1.051
42 H -18.0390 -15.8560 18.9980  C30 1.082
43 C -17.4763 -16.5746 14.6707  C44 1.476, H52 1.058, H53 1.065, H54 1.096
44 C -16.7828 -17.8349 14.3418  C43 1.476, O45 1.456, H55 1.084, H56 1.080
45 O -15.4648 -17.4323 13.8723  C44 1.456, C46 1.333
46 C -15.3149 -17.3272 12.5521  O45 1.333, O47 1.205, C48 1.504
47 O -16.1605 -17.4377 11.7009  C46 1.205
48 C -13.9130 -16.9130 12.1984  C46 1.504, F49 1.360, F50 1.316, F51 1.306
49 F -13.1018 -16.6027 13.2447  C48 1.360
50 F -13.3161 -17.9213 11.5992  C48 1.316
51 F -13.9885 -15.8910 11.3882  C48 1.306
52 H -18.4194 -16.7376 15.1219  C43 1.058
53 H -17.6864 -15.9742 13.8166  C43 1.065
54 H -16.8616 -16.0168 15.3869  C43 1.096
55 H -17.2199 -18.3922 13.5213  C44 1.084
56 H -16.7341 -18.5626 15.1382  C44 1.080
57 C -14.6684 -12.8968 10.1491  O58 1.405, H65 1.118, H66 1.083, H67 1.108
58 O -13.3382 -13.2944 9.9353  C57 1.405, P59 1.555
59 P -12.2685 -12.3928 9.2569  O58 1.555, O60 1.472, O61 1.557, O63 1.605
60 O -12.5709 -11.7754 7.9554  P59 1.472
61 O -11.9094 -11.5321 10.5041  P59 1.557, C62 1.404
62 C -10.9340 -10.5473 10.2808  O61 1.404, H68 1.089, H69 1.095, H70 1.108
63 O -11.1143 -13.4884 9.0497  P59 1.605, C64 1.464
64 C -10.7349 -14.4617 10.0753  O63 1.464, H71 1.074, H72 1.053, H73 1.084
65 H -14.8272 -12.7289 11.2433  C57 1.118
66 H -15.3346 -13.7128 9.8986  C57 1.083
67 H -15.0819 -12.0432 9.5763  C57 1.108
68 H -11.0258 -9.8624 11.1219  C62 1.089
69 H -11.0672 -10.0519 9.3138  C62 1.095
70 H -9.8977 -10.9348 10.3438  C62 1.108
71 H -11.5547 -14.8959 10.6166  C64 1.074
72 H -10.1898 -13.8392 10.7269  C64 1.053
73 H -10.0958 -15.2427 9.6789  C64 1.084
74 C -20.3409 -25.0445 14.3877  O75 1.408, H82 1.088, H83 1.083, H84 1.131
75 O -19.7474 -24.8638 15.6512  C74 1.408, P76 1.597
76 P -19.1042 -23.4899 16.1505  O75 1.597, O77 1.495, O78 1.537, O80 1.563
77 O -19.9819 -22.3064 16.4042  P76 1.495
78 O -18.4872 -24.0248 17.4521  P76 1.537, C79 1.434
79 C -17.7358 -25.2435 17.5299  O78 1.434, H85 1.095, H86 1.058, H87 1.101
80 O -17.9858 -23.3094 15.0742  P76 1.563, C81 1.413
81 C -17.5353 -22.0160 14.7275  O80 1.413, H88 1.103, H89 1.080, H90 1.076
82 H -21.3964 -24.7838 14.3628  C74 1.088
83 H -20.2589 -26.0905 14.1173  C74 1.083
84 H -19.8953 -24.4528 13.5328  C74 1.131
85 H -17.6975 -25.6345 18.5517  C79 1.095
86 H -16.7362 -25.1459 17.1980  C79 1.058
87 H -18.2856 -25.9856 16.9302  C79 1.101
88 H -17.4824 -22.0388 13.6255  C81 1.103
89 H -16.5298 -21.8036 15.0597  C81 1.080
90 H -18.2920 -21.3247 15.0551  C81 1.076
91 C -11.6992 -20.2418 12.8600  O92 1.434, H99 1.080, H100 1.085, H101 1.091
92 O -12.8794 -20.5354 12.1004  C91 1.434, P93 1.544
93 P -14.1290 -21.1467 12.7693  O92 1.544, O94 1.448, O95 1.562, O97 1.579
94 O -14.3448 -20.9635 14.1891  P93 1.448
95 O -15.3077 -20.5708 11.9216  P93 1.562, C96 1.457
96 C -15.2046 -20.3612 10.4831  O95 1.457, H102 1.096, H103 1.091, H104 1.086
97 O -13.9498 -22.6689 12.3908  P93 1.579, C98 1.506
98 C -14.6749 -23.6602 13.2629  O97 1.506, H105 1.101, H106 1.089, H107 1.098
99 H -11.9954 -19.6982 13.7450  C91 1.080
100 H -11.0255 -19.6654 12.2353  C91 1.085
101 H -11.0871 -21.1218 13.0613  C91 1.091
102 H -14.4054 -19.6807 10.1690  C96 1.096
103 H -16.1572 -19.9051 10.2112  C96 1.091
104 H -15.0976 -21.3106 9.9663  C96 1.086
105 H -14.1646 -24.6194 13.0846  C98 1.101
106 H -15.7316 -23.7758 13.0267  C98 1.089
107 H -14.6014 -23.3877 14.3238  C98 1.098
108 C -20.3730 -22.6064 6.8910  O109 1.470, H116 1.090, H117 1.069, H118 1.106
109 O -19.6666 -21.7731 7.8754  C108 1.470, P110 1.572
110 P -20.2317 -20.3089 7.9728  O109 1.572, O111 1.469, O112 1.572, O114 1.565
111 O -21.6788 -20.1947 8.2007  P110 1.469
112 O -19.3388 -19.7027 9.1161  P110 1.572, C113 1.442
113 C -19.9381 -19.2576 10.3502  O112 1.442, H119 1.090, H120 1.081, H121 1.072
114 O -19.6632 -19.7470 6.6277  P110 1.565, C115 1.410
115 C -19.9200 -18.4122 6.2543  O114 1.410, H122 1.077, H123 1.124, H124 1.101
116 H -20.3549 -22.1995 5.8801  C108 1.090
117 H -21.3790 -22.7408 7.2261  C108 1.069
118 H -19.8645 -23.5887 6.8965  C108 1.106
119 H -19.1007 -18.9838 10.9923  C113 1.090
120 H -20.5974 -19.9894 10.7948  C113 1.081
121 H -20.4958 -18.3469 10.2589  C113 1.072
122 H -20.3264 -17.8036 7.0446  C115 1.077
123 H -20.6389 -18.4154 5.3904  C115 1.124
124 H -18.9969 -18.0324 5.7899  C115 1.101
125 C -17.2606 -16.1177 8.7212  N126 1.446, H130 1.126, H131 1.090, H132 1.106
126 N -18.3320 -15.4302 9.4071  C125 1.446, C127 1.507, C128 1.373
127 C -18.3578 -15.3785 10.9130  N126 1.507, H133 1.095, H134 1.109, H135 1.081
128 C -19.3623 -14.8942 8.6757  N126 1.373, O129 1.210, H136 1.078
129 O -19.4859 -15.0006 7.4765  C128 1.210
130 H -17.2244 -15.8229 7.6352  C125 1.126
131 H -17.4084 -17.1953 8.7954  C125 1.090
132 H -16.3136 -15.7880 9.1868  C125 1.106
133 H -18.2074 -16.3795 11.3295  C127 1.095
134 H -17.5450 -14.7563 11.3392  C127 1.109
135 H -19.3283 -14.9753 11.1668  C127 1.081
136 H -20.1088 -14.3593 9.2392  C128 1.078
137 C -15.4911 -22.5524 18.6990  N138 1.445, H142 1.105, H143 1.112, H144 1.105
138 N -14.8944 -21.2730 19.0090  C137 1.445, C139 1.433, C140 1.360
139 C -14.2827 -20.6607 17.8672  N138 1.433, H145 1.118, H146 1.104, H147 1.057
140 C -14.9596 -20.6439 20.2125  N138 1.360, O141 1.243, H148 1.084
141 O -14.4777 -19.5321 20.4891  C140 1.243
142 H -16.0060 -22.9267 19.6022  C137 1.105
143 H -14.7678 -23.3315 18.3729  C137 1.112
144 H -16.2033 -22.4238 17.8639  C137 1.105
145 H -15.0974 -20.3935 17.1490  C139 1.118
146 H -13.7776 -19.7243 18.1634  C139 1.104
147 H -13.5634 -21.3163 17.4538  C139 1.057
148 H -15.5756 -21.1870 20.9205  C140 1.084
149 C -22.8519 -18.8796 15.7814  N150 1.483, H154 1.123, H155 1.048, H156 1.100
150 N -21.6061 -18.6697 15.0046  C149 1.483, C151 1.443, C152 1.361
151 C -20.9079 -19.8655 14.5989  N150 1.443, H157 1.067, H158 1.089, H159 1.105
152 C -21.3389 -17.5542 14.2714  N150 1.361, O153 1.213, H160 1.110
153 O -20.3541 -17.4157 13.5762  C152 1.213
154 H -23.6373 -19.3030 15.0990  C149 1.123
155 H -23.2300 -17.9666 16.1294  C149 1.048
156 H -22.6404 -19.6057 16.5798  C149 1.100
157 H -21.6299 -20.6282 14.4111  C151 1.067
158 H -20.2668 -19.6422 13.7469  C151 1.089
159 H -20.2644 -20.2553 15.4085  C151 1.105
160 H -22.0795 -16.7626 14.5126  C152 1.110

Results
HOMO energy: -8.83 eV
LUMO energy: -1.0 eV
Electronic energy: -169145.396 eV
M: 1347.889 g/mol
Largest force on an atom: 0.0610 hartree/bohr
SMILES: CCOC(=O)C(F)(F)F.CCOC(=O)C(F)(F)F.CCOC(=O)C(F)(F)F.CCOC(=O)C(F)(F)F.COP(=O)(OC)OC.COP(=O)(OC)OC.COP(=O)(OC)OC.COP(=O)(OC)OC.CN(C)C=O.CN(C)C=O.CN(C)C=O
Frontier orbital gap: 7.81 eV